[1]
# C29H48LaNP3SSe

C29H48LaNP3SSe as an isolated structure at a distorted geometry (the ωB97M-V functional and the def2-TZVPD basis, OMol25).

max |F| = 2.32 eV/A
electronic energy = -137222.73163 eV
charge = +3
frontier orbital gap = 0.154 hartree

Atoms and positions in Å:
La: -0.005 0.039 -0.127
P: -1.989 1.919 0.541
P: -1.041 -0.391 -2.685
P: 0.723 2.553 -1.743
H: 2.455 -0.690 0.193
C: 2.485 0.424 0.195
C: 1.904 1.143 1.178
H: 1.417 0.662 2.043
C: -2.847 1.094 1.927
C: -3.377 2.401 -0.527
C: -1.378 3.447 1.329
C: 0.210 -1.320 -3.632
C: -2.371 -1.603 -2.365
C: -1.790 0.770 -3.845
C: 1.914 3.686 -0.920
C: -0.445 3.797 -2.414
C: 1.715 2.118 -3.234
H: 2.889 0.837 -0.745
H: 1.757 2.233 1.169
H: -2.151 0.709 2.681
H: -3.406 0.220 1.583
H: -3.537 1.778 2.427
H: -3.864 1.506 -0.932
H: -3.024 2.995 -1.376
H: -4.102 2.973 0.057
H: -0.617 3.194 2.080
H: -2.219 3.946 1.820
H: -0.908 4.117 0.599
H: -0.271 -1.748 -4.515
H: 0.648 -2.123 -3.026
H: 1.039 -0.669 -3.932
H: -2.725 -1.963 -3.334
H: -3.202 -1.141 -1.817
H: -2.023 -2.448 -1.759
H: -2.206 0.181 -4.667
H: -1.054 1.488 -4.221
H: -2.584 1.330 -3.332
H: 2.245 4.480 -1.592
H: 2.787 3.136 -0.569
H: 1.454 4.149 -0.044
H: 0.069 4.526 -3.045
H: -0.947 4.342 -1.612
H: -1.224 3.323 -3.012
H: 2.171 3.010 -3.672
H: 1.115 1.627 -4.004
H: 2.518 1.423 -2.969
C: 5.536 -1.941 -2.723
C: 5.483 -1.435 -1.412
C: 6.645 -1.264 -0.670
C: 7.895 -1.603 -1.218
C: 7.954 -2.116 -2.526
C: 6.792 -2.284 -3.270
Se: 3.962 -2.167 -3.775
H: 3.031 -1.685 -2.699
H: 4.510 -1.178 -0.988
H: 6.591 -0.864 0.347
H: 8.804 -1.471 -0.633
H: 8.922 -2.383 -2.959
H: 6.837 -2.682 -4.286
N: -0.750 -1.658 1.010
S: -1.372 -2.643 2.160
C: -3.128 -2.263 2.091
C: -3.810 -1.774 3.203
C: -5.184 -1.535 3.130
C: -5.870 -1.814 1.939
C: -5.186 -2.316 0.832
C: -3.816 -2.548 0.898
C: -0.855 -1.902 3.717
C: -0.990 -2.782 4.795
C: -0.668 -2.382 6.083
C: -0.161 -1.090 6.288
C: 0.023 -0.223 5.214
C: -0.303 -0.623 3.907
H: -0.393 -2.198 0.182
H: -3.244 -1.546 4.110
H: -5.704 -1.136 4.002
H: -6.947 -1.650 1.891
H: -5.723 -2.554 -0.097
H: -3.268 -2.968 0.054
H: -1.374 -3.789 4.587
H: -0.819 -3.075 6.913
H: 0.091 -0.771 7.303
H: 0.420 0.787 5.377
H: -0.141 0.047 3.070

[2]
# C29H49Cl3EuN3O3Si

C29H49Cl3EuN3O3Si as an isolated structure at a distorted geometry (the ωB97M-V functional and the def2-TZVPD basis, OMol25).

max |F| = 3.65 eV/A
spin multiplicity = 7
electronic energy = -106253.53471 eV
charge = 0
⟨S²⟩ = 12.034
frontier orbital gap (alpha / beta) = 0.197 / 0.132 hartree

Atoms and positions in Å:
C: -4.275 4.200 -0.251
C: -3.660 3.178 -1.179
H: -5.193 4.628 -0.674
H: -3.566 5.017 -0.077
H: -4.536 3.735 0.703
C: -3.982 3.119 -2.533
C: -4.854 4.074 -3.261
H: -3.705 2.231 -3.097
H: -4.446 5.088 -3.394
H: -5.848 4.162 -2.810
H: -5.006 3.693 -4.278
Eu: 1.034 -0.498 1.253
Cl: -1.348 -0.927 2.505
Cl: 3.436 0.432 2.131
C: -0.505 -2.804 -0.062
O: 0.548 -2.175 -0.307
N: -1.065 -3.658 -0.911
C: -0.403 -3.999 -2.165
C: -2.234 -4.420 -0.506
H: -1.038 -2.680 0.898
H: 0.377 -3.260 -2.373
H: -1.158 -3.994 -2.960
H: 0.039 -5.003 -2.090
H: -2.689 -3.916 0.356
H: -1.955 -5.444 -0.215
H: -2.955 -4.457 -1.330
H: 1.075 3.518 -1.858
H: -0.218 2.485 -4.035
C: 1.867 2.865 -2.245
C: 0.645 1.809 -4.114
N: 1.298 1.657 -2.825
H: 2.556 2.593 -1.442
C: 1.419 0.452 -2.225
O: 2.101 0.231 -1.205
H: 0.316 0.825 -4.452
H: 0.815 -0.345 -2.716
H: 2.393 3.409 -3.035
H: 1.350 2.242 -4.839
O: -2.190 2.902 -0.751
C: -3.094 1.879 -0.516
C: -2.297 0.392 -2.440
C: -3.061 0.622 -1.283
H: -1.587 1.155 -2.777
C: -2.406 -0.784 -3.174
H: -3.287 1.810 0.559
C: -3.980 -0.386 -0.919
H: -1.757 -0.953 -4.039
C: -3.316 -1.772 -2.789
C: -4.115 -1.560 -1.663
H: -4.596 -0.209 -0.043
H: -3.384 -2.706 -3.355
H: -4.821 -2.327 -1.350
Si: -0.075 3.172 1.709
Cl: -0.262 1.422 0.199
C: 1.635 3.891 1.422
C: 0.183 2.127 3.256
C: -1.462 4.373 1.808
H: 2.334 3.185 0.954
H: 2.050 4.137 2.415
H: 1.602 4.817 0.838
H: -1.430 5.042 0.940
H: -1.329 4.973 2.720
H: -2.431 3.870 1.868
H: -0.574 1.323 3.337
H: 0.142 2.742 4.162
H: 1.182 1.646 3.232
C: 5.704 -2.629 1.557
N: 4.327 -2.293 1.107
C: 4.314 -2.021 -0.358
C: 3.360 -3.403 1.518
C: 2.967 -3.162 2.940
C: 3.692 -3.731 4.017
C: 3.312 -3.441 5.336
C: 2.203 -2.623 5.575
C: 1.490 -2.060 4.480
C: 1.911 -2.330 3.215
H: 5.981 -3.593 1.113
H: 5.731 -2.696 2.650
H: 6.388 -1.845 1.211
H: 4.032 -1.378 1.591
H: 4.563 -2.945 -0.894
H: 3.329 -1.650 -0.656
H: 5.059 -1.245 -0.554
H: 2.500 -3.357 0.833
H: 3.910 -4.349 1.383
H: 4.544 -4.382 3.804
H: 3.881 -3.871 6.163
H: 1.878 -2.423 6.599
H: 0.621 -1.420 4.666

[3]
# C29H49F3N6O5P2

A 3-piece molecular cluster, C29H49F3N6O5P2 overall at a distorted geometry (the ωB97M-V functional and the def2-TZVPD basis, OMol25).

max |F| = 6.69 eV/A
SMILES = C#CCC1=CC(=O)c2c(COC(F)(F)F)c(C)cc(C)c2C1=O.CN(C)P(=O)(N(C)C)N(C)C.CN(C)P(=O)(N(C)C)N(C)C
electronic energy = -76771.19179 eV
charge = 0
frontier orbital gap = 0.284 hartree

Atoms and positions in Å:
C: 7.963 2.157 -3.236
C: 7.343 2.713 -4.097
C: 6.525 3.462 -5.067
C: 5.125 3.587 -4.455
C: 4.891 4.437 -3.463
C: 3.508 4.503 -2.872
O: 3.082 5.571 -2.512
C: 2.757 3.195 -2.830
C: 1.862 2.842 -1.807
C: 1.538 3.790 -0.665
O: 0.963 5.036 -1.083
C: -0.337 5.151 -0.767
F: -1.096 4.215 -1.360
F: -0.570 5.164 0.557
F: -0.759 6.340 -1.234
C: 1.273 1.574 -1.877
C: 0.318 1.040 -0.811
C: 1.523 0.714 -2.937
C: 2.394 1.055 -3.967
C: 2.631 0.041 -5.063
C: 3.007 2.307 -3.885
C: 4.005 2.717 -4.950
O: 3.916 2.407 -6.113
H: 8.205 1.509 -2.424
H: 6.437 2.918 -6.008
H: 6.924 4.471 -5.181
H: 5.658 5.081 -3.043
H: 2.439 3.934 -0.061
H: 0.826 3.305 0.000
H: 0.484 1.497 0.163
H: 0.589 -0.015 -0.684
H: -0.725 1.086 -1.130
H: 1.051 -0.264 -2.980
H: 1.840 -0.712 -5.079
H: 3.581 -0.464 -4.850
H: 2.698 0.479 -6.055
C: -5.055 2.661 2.915
N: -4.279 2.638 1.692
C: -4.139 4.003 1.183
P: -4.418 1.443 0.464
O: -3.047 1.587 -0.153
N: -4.138 -0.140 1.147
C: -3.452 -0.253 2.421
C: -3.548 -1.072 0.192
N: -6.168 1.262 0.682
C: -6.801 -0.018 0.998
C: -6.890 1.866 -0.463
H: -6.065 3.066 2.769
H: -4.547 3.291 3.650
H: -5.153 1.678 3.369
H: -5.101 4.406 0.836
H: -3.439 4.036 0.347
H: -3.744 4.665 1.955
H: -2.541 0.360 2.463
H: -3.175 -1.291 2.617
H: -4.104 0.024 3.252
H: -2.467 -0.927 0.082
H: -4.002 -0.956 -0.796
H: -3.732 -2.102 0.512
H: -6.607 -0.789 0.248
H: -7.883 0.129 1.061
H: -6.488 -0.380 1.973
H: -6.778 1.270 -1.374
H: -6.503 2.869 -0.667
H: -7.952 1.972 -0.241
C: 2.333 -5.605 4.180
N: 2.784 -4.583 3.257
C: 3.596 -3.606 3.980
P: 1.826 -3.906 1.998
O: 2.937 -3.435 1.090
N: 1.245 -5.169 0.944
C: 1.908 -6.464 0.949
C: 1.063 -4.718 -0.432
N: 0.329 -3.976 2.949
C: -0.866 -4.687 2.498
C: -0.071 -2.613 3.364
H: 1.718 -5.200 4.995
H: 3.203 -6.091 4.629
H: 1.762 -6.389 3.691
H: 2.992 -3.023 4.691
H: 4.068 -2.907 3.289
H: 4.397 -4.101 4.531
H: 3.000 -6.381 0.888
H: 1.563 -7.069 0.108
H: 1.648 -7.039 1.839
H: 2.006 -4.687 -0.989
H: 0.627 -3.715 -0.457
H: 0.370 -5.383 -0.956
H: -1.247 -4.320 1.541
H: -1.655 -4.563 3.246
H: -0.683 -5.755 2.425
H: -0.440 -2.028 2.515
H: 0.782 -2.080 3.797
H: -0.846 -2.646 4.132

[4]
# C29H49F6INO3

A 4-piece molecular cluster, C29H49F6INO3 overall at a distorted geometry (the ωB97M-V functional and the def2-TZVPD basis, OMol25).

max |F| = 2.53 eV/A
electronic energy = -62895.75937 eV
charge = +1
frontier orbital gap = 0.255 hartree

Atoms and positions in Å:
O: 3.305 -6.028 -4.331
C: 2.265 -5.496 -4.026
O: 1.228 -6.220 -3.531
O: 0.788 -5.642 -2.282
C: 2.044 -4.037 -4.280
C: 0.834 -3.710 -4.775
C: 0.563 -2.437 -5.098
C: -0.726 -2.030 -5.713
C: -1.658 -1.312 -4.703
C: -1.336 -1.527 -3.283
F: -1.566 -2.720 -2.730
C: -0.832 -0.561 -2.518
F: -0.991 0.691 -2.842
F: -0.167 -0.747 -1.432
N: 1.502 -1.537 -4.884
C: 2.693 -1.825 -4.373
C: 3.629 -0.641 -4.240
F: 3.001 0.469 -4.598
F: 4.115 -0.517 -3.035
F: 4.634 -0.825 -5.086
C: 3.012 -3.091 -4.058
I: 4.889 -3.607 -3.295
H: 0.175 -4.937 -2.533
H: 0.097 -4.463 -4.959
H: -1.196 -2.942 -6.036
H: -0.562 -1.362 -6.540
H: -1.649 -0.246 -4.835
H: -2.675 -1.644 -4.863
H: 1.298 -0.579 -5.148
C: 1.278 -3.786 0.073
C: 1.214 -5.026 0.963
C: 0.031 -5.028 1.927
C: 0.041 -3.897 2.953
C: 1.293 -3.852 3.829
C: 1.477 -5.102 4.687
H: 1.400 -2.868 0.649
H: 2.129 -3.861 -0.610
H: 0.367 -3.694 -0.527
H: 2.151 -5.131 1.515
H: 1.138 -5.906 0.320
H: 0.002 -5.989 2.446
H: -0.898 -4.973 1.350
H: -0.838 -4.001 3.595
H: -0.074 -2.934 2.446
H: 1.225 -2.985 4.488
H: 2.183 -3.697 3.212
H: 0.619 -5.250 5.345
H: 2.365 -5.011 5.312
H: 1.597 -5.999 4.077
C: -2.339 1.764 2.650
C: -1.640 2.019 3.982
C: -2.568 1.883 5.188
C: -3.730 2.876 5.221
C: -3.322 4.348 5.189
C: -2.483 4.771 6.392
H: -3.135 2.488 2.468
H: -1.630 1.844 1.823
H: -2.775 0.763 2.621
H: -1.175 3.008 3.969
H: -0.825 1.300 4.093
H: -1.975 1.983 6.101
H: -2.977 0.868 5.208
H: -4.317 2.691 6.126
H: -4.406 2.678 4.384
H: -4.229 4.956 5.162
H: -2.778 4.570 4.266
H: -3.026 4.600 7.323
H: -2.242 5.833 6.336
H: -1.541 4.224 6.441
C: 1.892 6.851 -1.446
C: 1.321 5.664 -2.218
C: -0.185 5.487 -2.030
C: -0.626 5.199 -0.595
C: 0.008 3.962 0.038
C: -0.340 2.667 -0.690
H: 1.760 6.734 -0.369
H: 2.961 6.953 -1.634
H: 1.408 7.780 -1.750
H: 1.851 4.751 -1.931
H: 1.521 5.812 -3.282
H: -0.531 4.683 -2.688
H: -0.694 6.392 -2.374
H: -1.715 5.084 -0.584
H: -0.414 6.065 0.035
H: -0.338 3.887 1.072
H: 1.094 4.074 0.087
H: -1.420 2.510 -0.709
H: 0.116 1.814 -0.181
H: 0.028 2.670 -1.716

[5]
# C29H49F6N3O12S2

A 4-piece molecular cluster, C29H49F6N3O12S2 overall at a distorted geometry (the ωB97M-V functional and the def2-TZVPD basis, OMol25).

max |F| = 4.39 eV/A
SMILES = Nc1nc2c(COC(F)(F)F)c(S(=O)(=O)C(F)(F)F)ccc2nc1S.COCCOCCOC.COCCOCCOC.COCCOCCOC
electronic energy = -97875.69721 eV
charge = 0
frontier orbital gap = 0.279 hartree

Atoms and positions in Å:
N: -2.138 2.746 -3.076
C: -3.262 2.187 -2.387
N: -2.993 1.370 -1.348
C: -4.133 0.894 -0.706
C: -3.914 0.014 0.486
C: -2.416 -0.245 0.918
O: -1.901 1.039 1.333
C: -0.602 0.962 1.770
F: -0.539 0.153 2.885
F: 0.294 0.598 0.798
F: -0.263 2.230 2.206
C: -5.027 -0.574 1.229
S: -4.765 -1.662 2.678
O: -6.056 -1.855 3.347
O: -3.758 -1.140 3.618
C: -4.231 -3.327 1.953
F: -2.918 -3.554 2.270
F: -5.048 -4.311 2.401
F: -4.309 -3.253 0.573
C: -6.419 -0.230 0.739
C: -6.634 0.640 -0.390
C: -5.483 1.230 -1.173
N: -5.818 2.049 -2.254
C: -4.673 2.510 -2.802
S: -4.877 3.643 -4.234
H: -2.211 2.606 -4.087
H: -1.328 2.213 -2.728
H: -1.891 -0.547 -0.040
H: -2.320 -1.050 1.690
H: -7.262 -0.663 1.332
H: -7.684 0.884 -0.701
H: -3.793 4.486 -4.260
C: 2.833 3.274 -7.175
O: 2.653 2.058 -6.480
C: 2.266 2.252 -5.125
C: 1.392 1.104 -4.649
O: 0.047 1.149 -5.137
C: -0.138 0.888 -6.528
C: 0.093 -0.562 -6.924
O: 1.481 -0.866 -6.943
C: 1.752 -2.209 -6.597
H: 3.711 3.807 -6.794
H: 2.990 3.040 -8.229
H: 1.944 3.907 -7.094
H: 1.722 3.196 -5.003
H: 3.180 2.286 -4.521
H: 1.304 1.185 -3.561
H: 1.847 0.135 -4.854
H: 0.451 1.574 -7.138
H: -1.188 1.120 -6.727
H: -0.297 -0.734 -7.934
H: -0.439 -1.216 -6.222
H: 1.307 -2.459 -5.627
H: 2.833 -2.326 -6.514
H: 1.376 -2.888 -7.369
C: 1.935 4.003 0.520
O: 3.279 3.646 0.265
C: 3.401 2.332 -0.262
C: 4.603 2.234 -1.188
O: 4.399 2.830 -2.471
C: 4.316 4.253 -2.512
C: 5.638 4.960 -2.257
O: 5.977 4.916 -0.878
C: 7.373 4.877 -0.660
H: 1.534 3.418 1.350
H: 1.910 5.061 0.786
H: 1.318 3.861 -0.375
H: 2.498 2.043 -0.811
H: 3.539 1.648 0.585
H: 4.780 1.174 -1.390
H: 5.509 2.618 -0.719
H: 3.526 4.620 -1.856
H: 4.007 4.493 -3.534
H: 5.551 6.015 -2.543
H: 6.420 4.491 -2.866
H: 7.829 4.043 -1.205
H: 7.544 4.719 0.406
H: 7.836 5.822 -0.961
C: -0.394 -5.226 10.099
O: -0.314 -4.695 8.792
C: 0.900 -5.033 8.136
C: 0.685 -5.142 6.635
O: 0.023 -6.339 6.226
C: -1.358 -6.456 6.565
C: -2.272 -5.533 5.775
O: -2.164 -4.195 6.239
C: -2.366 -3.243 5.213
H: 0.329 -4.734 10.757
H: -1.400 -5.042 10.477
H: -0.224 -6.307 10.093
H: 1.301 -5.980 8.513
H: 1.621 -4.232 8.341
H: 1.670 -5.185 6.161
H: 0.183 -4.262 6.231
H: -1.509 -6.354 7.640
H: -1.629 -7.485 6.310
H: -3.314 -5.846 5.908
H: -2.015 -5.597 4.710
H: -1.683 -3.429 4.378
H: -2.142 -2.256 5.619
H: -3.402 -3.258 4.867